Entry 1:
The following is a quantum chemistry calculation of a molecular structure, C35H36BCl3FGeN4O5SeW, from the OMol25 dataset.

## Properties
HOMO (alpha / beta)   -7.2 / -7.4 eV
Multiplicity   2
Frontier orbital gap (alpha / beta)   5.87 / 5.96 eV

The geometry in XYZ format:
```
88
C35H36BCl3FGeN4O5SeW | the OMol25 dataset | the ωB97M-V functional and the def2-TZVPD basis
C -2.600 1.048 3.959
H 2.221 -1.548 4.006
H -3.089 -2.309 3.362
C -1.759 -4.778 0.037
H -1.135 5.390 -0.110
H -2.007 1.740 -3.795
O -1.371 -0.475 2.604
C 4.857 -1.253 -3.715
H 2.382 -0.829 6.381
C 2.909 -0.127 -3.679
Cl 5.065 2.337 -1.327
H 1.414 -2.274 -5.572
H 1.188 -1.381 -1.465
H -3.572 -2.040 1.189
H 0.869 3.028 5.310
H -4.648 -0.985 0.270
C 0.518 2.559 2.742
C 4.142 -3.378 -4.642
C -1.843 3.198 -2.580
C 1.055 1.619 3.710
H -2.461 -1.638 -0.944
H 1.721 1.467 7.033
N 2.675 -1.370 -4.177
O -2.485 0.372 0.798
C -3.523 0.049 1.765
H 3.371 -4.026 -5.035
H 1.107 -2.716 -3.871
H -3.961 2.160 2.012
C 6.172 -1.672 -3.606
N 0.299 2.283 1.505
H -4.986 1.317 0.852
C 3.862 -2.091 -4.214
H -3.188 6.057 -3.799
H -4.213 -1.247 4.230
O 1.414 -0.088 2.070
C -4.481 1.225 1.814
H 6.939 -1.025 -3.204
H 7.470 -3.330 -3.959
N -0.328 3.301 0.778
B -1.275 -0.012 1.315
C 1.638 1.147 6.004
C -2.504 4.072 -3.445
Ge 3.102 2.135 -0.246
C 5.460 -3.798 -4.542
C 0.223 -1.144 -1.017
H -5.240 1.073 2.584
C 6.455 -2.962 -4.028
Cl 3.985 2.372 1.828
C -4.245 -1.189 1.263
C 1.449 0.326 3.360
H -2.232 1.900 3.385
C -1.341 3.682 -1.367
C -3.176 -1.376 3.914
C -2.521 -3.690 -0.337
H -1.891 0.847 4.763
N 4.230 -0.058 -3.412
C -2.712 -0.194 3.085
C -2.673 5.399 -3.112
H -2.556 -1.452 4.808
C -1.876 -2.502 -0.653
C 1.383 -1.905 -4.547
H -0.361 -0.595 -1.761
H -3.598 -3.781 -0.384
H -5.073 -1.453 1.922
F -2.382 -5.941 0.338
C 0.241 -3.521 -0.218
O -0.269 1.612 -0.740
Cl 3.167 -0.349 -0.210
H 1.322 -3.458 -0.169
O -1.695 1.892 -2.897
Se 1.685 1.196 -3.358
C 2.010 -0.139 5.634
H 4.634 0.751 -2.953
C -0.613 2.845 -0.396
H 0.181 -5.589 0.408
C -1.530 5.032 -1.050
W 0.700 0.414 0.416
H 0.655 -1.103 -4.464
H 0.251 3.554 3.087
C -0.488 -2.395 -0.608
H -2.312 6.932 -1.642
C 1.164 2.021 5.039
H -2.886 3.688 -4.384
H -3.560 1.318 4.401
H 5.723 -4.796 -4.867
C 1.924 -0.556 4.313
C -2.187 5.891 -1.904
C -0.383 -4.716 0.108
```


Entry 2:
The following is a quantum chemistry calculation of C3H5NO3 in the gas phase, from the OMol25 dataset.

## Properties
HOMO   -10.5 eV
SMILES string   N[C@@H]1OCC(=O)O1
Frontier orbital gap   11.30 eV

The geometry in XYZ format:
```
12
C3H5NO3 | the OMol25 dataset | the ωB97M-V functional and the def2-TZVPD basis
O 2.310 0.869 0.555
H 1.641 -1.423 -1.013
H 0.954 -1.604 0.635
H -2.111 -0.239 0.996
C 0.948 -1.002 -0.279
H -1.512 0.703 -1.240
O 0.314 1.218 -0.454
H -1.444 1.266 1.218
C -0.811 0.354 -0.474
O -0.343 -0.905 -0.857
N -1.275 0.322 0.886
C 1.329 0.442 0.026
```


Entry 3:
The following is a quantum chemistry calculation of CH2N2O3 in the gas phase, from the OMol25 dataset.

## Properties
HOMO   -11.0 eV
SMILES string   O=[N+]([O-])N1CO1
Frontier orbital gap   11.04 eV

The geometry in XYZ format:
```
8
CH2N2O3 | the OMol25 dataset | the ωB97M-V functional and the def2-TZVPD basis
N 0.461 -0.442 0.310
N 0.878 0.196 -0.899
O 0.204 0.173 -1.880
H -0.693 0.102 1.801
O 1.913 0.725 -0.690
C -0.774 -0.064 0.793
O -0.591 -1.372 0.311
H -1.398 0.682 0.252
```


Entry 4:
The following is a quantum chemistry calculation of a molecular structure, C19H24Cl5LuN5S, from the OMol25 dataset.

## Properties
HOMO   -16.4 eV
Charge   +3
Frontier orbital gap   7.75 eV

The geometry in XYZ format:
```
55
C19H24Cl5LuN5S | the OMol25 dataset | the ωB97M-V functional and the def2-TZVPD basis
C -5.374 0.879 -0.734
Lu -1.152 0.532 -0.217
C 4.452 2.459 -1.374
C -0.525 -3.126 1.292
H 6.255 2.116 -2.477
H 1.077 -1.346 -0.994
H 3.623 5.075 -4.109
H -2.285 -0.499 2.175
H 1.538 -3.599 1.700
Cl -7.791 -0.279 -0.733
N 0.927 -0.788 -0.152
C 3.845 4.333 -3.353
C -3.993 0.751 -0.677
C -6.095 -0.319 -0.686
H -0.635 -5.117 2.027
H -0.468 -0.844 3.849
H 1.395 2.000 -2.231
N 2.369 3.014 -0.218
H -1.927 -2.629 2.867
C 1.124 2.624 -0.317
Cl -6.142 2.388 -0.862
H -2.021 -4.607 1.272
H 1.583 -0.014 -0.264
H 4.695 1.755 -0.588
H -0.345 -3.130 3.435
Cl -3.227 -3.128 -0.672
H -1.125 -2.646 0.517
N 0.654 2.098 -1.534
H 1.176 -3.464 -0.011
H 2.690 3.271 0.711
C -4.025 -1.557 -0.586
H -1.290 0.720 2.532
N -1.324 -0.178 2.046
C 2.963 4.144 -2.299
Cl -3.011 2.289 -0.784
C -3.249 -0.403 -0.579
H 2.519 -1.603 0.962
C 5.021 3.597 -3.416
C 5.327 2.669 -2.430
H 1.698 -1.318 3.130
H 1.288 0.158 2.309
H -0.072 2.695 -1.930
H 2.072 4.753 -2.207
C -5.416 -1.552 -0.625
C 1.053 -0.909 2.351
H -0.701 -5.035 0.379
N -0.995 -4.566 1.241
C 1.430 -1.581 1.031
Cl -6.311 -3.003 -0.617
C -0.856 -2.552 2.658
C -0.398 -1.099 2.790
C 0.953 -3.034 0.969
H 5.712 3.760 -4.232
C 3.279 3.196 -1.334
S 0.038 2.651 0.994
```


These records have E values of -217733.230; -10824.579; -10185.269; -134589.068 eV, in the order they appear.
These records have relative energy (zero: lowest compared OMol25 entry of this formula, charge and spin) values of 90.6; 107.0; 465.7; 0.0 kJ/mol, in the order they appear.
These records have maximum force values of 0.011; 0.011; 0.061; 0.013 Eh/bohr, in the order they appear.